Computed, not measured: a structure of composition C11H7F4NO2Pb at a distorted geometry, with the ωB97M-V functional and the def2-TZVPD basis.

Element x y z (Å)
C1 -2.54 2.33 -0.85
C2 -1.18 1.60 -0.63
C3 0.11 2.31 -0.53
C4 1.35 1.54 -0.35
C5 1.34 0.06 -0.23
C6 2.69 -0.70 -0.01
F1 3.73 0.12 -0.44
F2 2.77 -1.85 -0.75
C7 2.83 -0.95 1.56
F3 2.08 -2.06 1.91
F4 4.13 -1.01 1.98
C8 0.10 -0.66 -0.31
C9 -1.17 0.14 -0.49
C10 -2.29 -0.89 -0.50
O1 -3.48 -0.85 -0.80
N1 -1.70 -2.13 -0.08
C11 -0.23 -2.17 -0.22
O2 0.41 -3.15 -0.28
H1 -2.77 2.90 0.09
H2 -2.38 3.06 -1.69
H3 -3.31 1.57 -1.10
H4 0.19 3.42 -0.59
H5 2.34 2.04 -0.26
H6 2.36 -0.06 2.06
H7 -1.89 -2.44 0.88
Pb1 -3.48 -2.17 1.64

Largest force on an atom (eV/A): 3.807
E_LUMO (eV): -11.6220
HOMO energy (eV): -16.591
Charge: +2
M (g/mol): 468.374
Total energy (eV): -33200.3771
Kohn-Sham gap (eV): 4.969